1.
{
  "formula": "C3H10NS3",
  "method": "ωB97M-V with the def2-TZVPD basis set",
  "symbols": ["S", "S", "S", "N", "C", "C", "C", "H", "H", "H", "H", "H", "H", "H", "H", "H", "H"],
  "xyz": [[0.719, -0.942, -1.307], [-0.433, 1.670, 1.367], [1.434, -0.336, 2.161], [0.116, 0.105, 1.274], [1.748, 0.523, -1.462], [-1.736, -0.302, -0.427], [-0.379, -0.757, 0.283], [1.136, 1.349, -1.179], [2.025, 0.543, -2.596], [2.512, 0.496, -0.776], [-2.372, -0.421, 0.525], [1.643, -1.614, -0.708], [-1.942, -0.882, -1.237], [-1.626, 1.631, 1.878], [0.847, -0.645, 3.477], [-1.591, 0.708, -0.735], [-0.398, -1.760, 0.666]],
  "atomic_forces_ev_per_a": [[-0.237, 0.077, -0.112], [1.512, 2.551, -0.732], [0.546, -1.037, 2.793], [-1.361, -0.346, -0.624], [-1.488, -0.040, -3.351], [1.718, 0.207, 5.667], [-1.176, 0.799, -1.790], [-0.572, 0.850, -0.240], [-0.180, 0.248, 2.329], [2.122, -0.297, 1.175], [-0.133, 0.490, -2.158], [1.106, -1.254, 0.504], [-0.973, -2.008, -1.856], [-1.239, -0.769, 0.750], [0.716, 0.377, -2.144], [-0.343, 0.814, -0.026], [-0.017, -0.662, -0.186]],
  "lowdin_charge": [1.10, 0.82, 0.76, -1.03, -0.26, -0.09, -0.60, 0.03, 0.12, 0.02, 0.13, -0.03, 0.03, -0.12, -0.02, 0.04, 0.11],
  "total_charge": 1,
  "gap_ev": 9.260
}

2.
{
  "formula": "C22H52Br6O4",
  "method": "ωB97M-V with the def2-TZVPD basis set",
  "symbols": ["Br", "Br", "Br", "Br", "Br", "Br", "O", "O", "O", "O", "C", "C", "C", "C", "C", "C", "C", "C", "C", "C", "C", "C", "C", "C", "C", "C", "C", "C", "C", "C", "C", "C", "H", "H", "H", "H", "H", "H", "H", "H", "H", "H", "H", "H", "H", "H", "H", "H", "H", "H", "H", "H", "H", "H", "H", "H", "H", "H", "H", "H", "H", "H", "H", "H", "H", "H", "H", "H", "H", "H", "H", "H", "H", "H", "H", "H", "H", "H", "H", "H", "H", "H", "H", "H"],
  "xyz": [[17.917, 10.918, -7.411], [20.977, 15.399, -10.330], [12.432, 10.432, -11.094], [10.607, 12.201, -8.502], [14.999, 14.650, -7.986], [19.112, 14.022, -13.418], [15.183, 13.460, -2.424], [18.533, 20.322, -7.728], [15.494, 5.768, -4.816], [18.127, 6.684, -12.457], [14.307, 15.847, -2.407], [16.483, 4.722, -4.592], [16.601, 12.188, -8.152], [16.193, 12.548, -1.885], [19.276, 21.301, -8.362], [19.512, 15.912, -12.758], [19.001, 21.289, -9.817], [10.210, 12.299, -10.496], [19.357, 16.032, -11.219], [18.137, 18.889, -5.825], [15.458, 14.833, -1.951], [17.520, 5.440, -3.831], [18.384, 6.031, -10.237], [18.645, 20.294, -6.325], [16.096, 13.208, -7.121], [13.974, 6.848, -6.240], [15.822, 11.148, -2.427], [18.173, 7.218, -11.167], [14.492, 5.481, -5.807], [17.422, 7.488, -13.405], [11.473, 12.184, -11.259], [17.466, 6.926, -14.773], [18.396, 4.812, -3.668], [13.312, 15.555, -2.071], [13.583, 7.441, -5.414], [16.457, 6.702, -15.119], [18.513, 15.415, -10.912], [14.358, 15.959, -3.490], [16.398, 7.673, -13.082], [18.771, 18.125, -6.274], [12.190, 12.943, -10.945], [13.048, 6.796, -6.814], [16.873, 4.341, -5.536], [17.951, 8.441, -13.394], [16.138, 12.562, -0.796], [9.658, 13.196, -10.778], [15.742, 11.562, -8.392], [20.511, 16.186, -13.097], [15.468, 14.878, -0.862], [16.681, 10.496, -2.270], [17.928, 21.021, -5.944], [18.535, 6.300, -9.191], [16.356, 15.360, -2.272], [17.950, 5.952, -14.703], [18.793, 16.555, -13.266], [16.926, 13.710, -6.623], [17.525, 5.361, -10.215], [15.517, 12.648, -6.387], [15.552, 11.135, -3.483], [14.883, 4.862, -6.615], [19.204, 5.446, -10.654], [18.963, 22.224, -7.874], [17.938, 6.285, -4.379], [14.544, 16.858, -2.077], [17.952, 21.504, -10.018], [19.676, 20.497, -6.036], [17.991, 7.497, -15.539], [19.620, 21.993, -10.373], [17.204, 12.831, -2.179], [11.157, 12.367, -12.286], [20.329, 21.127, -8.137], [9.435, 11.571, -10.737], [14.747, 7.426, -6.747], [16.031, 3.944, -3.976], [18.905, 8.018, -11.059], [17.015, 12.574, -9.083], [17.133, 18.612, -6.149], [13.691, 4.885, -5.370], [18.159, 18.888, -4.735], [19.245, 20.357, -10.328], [14.977, 10.698, -1.908], [17.197, 7.623, -10.898], [19.177, 17.078, -10.968], [17.206, 5.830, -2.863]],
  "atomic_forces_ev_per_a": [[-0.346, 0.573, -0.008], [-0.446, 0.167, -0.033], [-0.715, 1.017, -0.213], [-0.618, 0.252, -1.414], [0.569, -1.023, 0.489], [0.403, 1.414, 0.530], [1.883, 1.820, 1.005], [-0.649, -1.751, -0.209], [0.067, -1.158, -0.874], [-0.298, -0.463, -1.005], [1.265, -1.087, -0.195], [-1.537, 1.454, 0.095], [-0.862, -0.193, -0.100], [-1.731, -0.402, -1.052], [0.286, 0.343, 1.002], [-0.277, -0.553, 0.395], [-0.101, 0.105, -1.368], [-0.723, -0.485, 1.380], [0.064, -0.472, -1.406], [0.856, 0.879, -0.588], [-2.533, 0.795, -0.311], [2.013, 0.345, 0.623], [0.278, -0.158, -0.079], [-1.607, -1.372, -0.181], [0.834, -0.188, -0.372], [-0.650, -0.064, -0.046], [0.384, 0.244, 0.526], [-1.033, -0.636, 0.824], [0.049, 0.722, 0.931], [0.951, 1.339, 1.148], [0.343, -0.164, -0.258], [-0.239, -1.502, -0.815], [-0.010, -0.299, 0.239], [0.127, -0.023, -0.099], [0.629, -0.145, 0.554], [0.008, 0.143, -0.220], [0.209, 0.133, 0.257], [-0.364, -0.406, -0.141], [-0.118, -0.103, 0.266], [0.248, -0.093, 0.405], [-0.023, -0.199, -0.103], [0.290, -0.371, -0.734], [-0.147, -0.159, -0.100], [-0.218, 0.497, -0.040], [0.017, 0.006, 0.145], [0.607, 0.648, 0.592], [0.192, -0.039, -0.252], [-0.097, -0.324, 0.047], [0.067, -0.477, 0.204], [-0.015, -0.162, -0.120], [0.360, 0.516, 0.415], [0.411, 0.212, -0.109], [0.587, -0.952, -0.490], [0.165, -0.068, -0.129], [-0.101, -0.236, 0.068], [-0.222, 0.125, -0.097], [-0.206, 0.165, -0.352], [-0.275, 0.526, -0.043], [0.290, 0.330, -0.033], [0.318, 0.268, -0.287], [0.246, -0.031, 0.420], [0.329, 0.742, -0.363], [-0.338, 0.101, -0.249], [0.045, -0.109, 0.548], [0.013, 0.055, -0.014], [0.014, -0.008, 0.332], [-0.033, 0.181, 0.282], [-0.084, 0.444, 0.284], [-0.004, 0.185, -0.227], [0.624, -0.384, -0.294], [0.399, 0.178, -0.097], [0.546, -0.683, 0.335], [-0.150, -0.053, -0.098], [-0.012, -0.375, -0.228], [0.303, -0.024, -0.055], [0.088, 0.212, 0.378], [-0.128, 0.610, -0.082], [-0.210, -0.045, 0.235], [0.166, -0.268, -0.025], [-0.100, -0.405, 0.473], [-0.006, 0.225, 0.190], [-0.229, 0.465, -0.116], [0.214, -0.122, 0.178], [-0.300, -0.202, -0.069]],
  "lowdin_charge": [0.58, 0.59, 0.54, 0.52, 0.55, 0.51, -0.17, -0.18, -0.19, -0.16, -0.07, -0.26, -0.68, -0.25, -0.32, -0.61, -0.08, -0.63, -0.68, -0.06, -0.24, -0.10, -0.07, -0.26, -0.64, -0.08, -0.07, -0.30, -0.27, -0.29, -0.68, -0.08, 0.08, 0.07, 0.07, 0.07, 0.04, 0.06, 0.12, 0.07, 0.05, 0.07, 0.12, 0.12, 0.11, 0.07, 0.04, 0.04, 0.10, 0.07, 0.11, 0.07, 0.10, 0.08, 0.05, 0.05, 0.07, 0.06, 0.07, 0.11, 0.07, 0.12, 0.08, 0.06, 0.08, 0.11, 0.08, 0.08, 0.11, 0.07, 0.12, 0.06, 0.07, 0.12, 0.12, 0.05, 0.07, 0.11, 0.07, 0.07, 0.07, 0.11, 0.05, 0.08],
  "gap_ev": 9.864,
  "smiles": "BrCCBr.BrCCBr.BrCCBr.CCOCC.CCOCC.CCOCC.CCOCC"
}